(1)
The following is a quantum chemistry calculation of a cluster of 8 separate species, C24H54BBrCl2N7O7 in total, from the OMol25 dataset.

```
96
Properties=species:S:1:pos:R:3:lowdin_charge:R:1
C -2.494 -6.773 1.342 -0.137
C -3.030 -6.570 -0.047 -0.766
Cl -4.726 -7.018 -0.180 0.556
C -2.341 -6.092 -1.081 -0.756
Cl -3.153 -5.920 -2.626 0.547
B -0.807 -5.646 -1.056 -0.888
Br -0.695 -3.576 -1.329 0.409
H -1.442 -7.053 1.315 0.057
H -3.040 -7.573 1.841 0.053
H -2.569 -5.858 1.934 0.079
H -0.138 -6.195 -1.903 0.005
H -0.302 -5.838 0.017 -0.007
C -2.383 -0.371 -0.246 -0.329
O -3.110 -0.471 0.728 -0.006
N -2.160 0.808 -0.869 -0.186
C -1.306 0.910 -2.036 -0.036
C -2.804 1.996 -0.352 -0.052
H -1.862 -1.209 -0.731 0.042
H -0.484 1.603 -1.842 0.075
H -1.886 1.279 -2.885 0.067
H -0.898 -0.067 -2.284 0.090
H -2.499 2.184 0.678 0.087
H -3.891 1.882 -0.364 0.088
H -2.521 2.847 -0.968 0.061
C 1.488 -5.827 3.608 -0.373
O 1.078 -6.555 2.724 0.004
N 1.608 -4.493 3.541 -0.178
C 2.100 -3.710 4.665 -0.067
C 1.229 -3.753 2.336 -0.030
H 1.810 -6.224 4.590 0.123
H 1.317 -3.009 4.950 0.048
H 3.007 -3.170 4.377 0.084
H 2.329 -4.361 5.508 0.078
H 0.177 -3.888 2.086 0.083
H 1.816 -4.075 1.476 0.094
H 1.418 -2.699 2.519 0.068
C 2.621 -0.348 -0.240 -0.346
O 1.962 -0.650 0.734 0.012
N 2.759 0.911 -0.706 -0.194
C 3.571 1.220 -1.865 -0.062
C 2.061 1.985 -0.021 -0.050
H 3.172 -1.094 -0.838 0.137
H 4.372 1.912 -1.599 0.070
H 2.963 1.675 -2.650 0.089
H 4.022 0.312 -2.257 0.084
H 2.364 2.060 1.023 0.092
H 0.987 1.804 -0.036 0.071
H 2.274 2.923 -0.529 0.083
C -1.407 -1.818 5.998 -0.348
O -0.543 -2.658 5.815 -0.007
N -2.179 -1.331 5.018 -0.188
C -3.201 -0.339 5.255 -0.063
C -1.975 -1.833 3.662 -0.015
H -1.626 -1.392 6.993 0.129
H -4.183 -0.722 4.969 0.090
H -3.003 0.565 4.675 0.089
H -3.221 -0.079 6.314 0.076
H -2.130 -2.911 3.630 0.097
H -0.957 -1.630 3.332 0.093
H -2.674 -1.355 2.985 0.065
C -1.105 5.164 1.427 -0.354
O -0.265 4.338 1.137 0.017
N -1.721 5.965 0.531 -0.196
C -2.726 6.929 0.920 -0.065
C -1.349 5.843 -0.869 -0.037
H -1.443 5.332 2.464 0.133
H -3.678 6.718 0.428 0.088
H -2.416 7.942 0.655 0.087
H -2.875 6.882 1.997 0.081
H -1.537 4.834 -1.231 0.072
H -0.287 6.050 -1.002 0.093
H -1.932 6.552 -1.453 0.086
C -3.269 1.679 -5.363 -0.378
O -2.162 1.723 -5.863 0.009
N -4.233 0.805 -5.706 -0.197
C -5.530 0.794 -5.065 -0.060
C -3.942 -0.166 -6.749 -0.038
H -3.580 2.370 -4.559 0.127
H -5.713 -0.165 -4.578 0.094
H -6.323 0.971 -5.795 0.086
H -5.569 1.578 -4.311 0.079
H -3.093 -0.787 -6.466 0.098
H -3.693 0.340 -7.682 0.090
H -4.816 -0.796 -6.899 0.085
C 7.663 1.763 -1.883 -0.350
O 6.836 1.742 -2.772 0.013
N 8.150 2.891 -1.326 -0.202
C 9.132 2.865 -0.264 -0.064
C 7.662 4.166 -1.820 -0.043
H 8.087 0.844 -1.444 0.135
H 8.744 3.348 0.635 0.089
H 10.046 3.381 -0.567 0.087
H 9.378 1.833 -0.024 0.082
H 6.582 4.240 -1.687 0.090
H 7.874 4.273 -2.884 0.092
H 8.149 4.969 -1.271 0.083
```

The calculation puts the max |F| at 0.77 eV/Å. The value obtained for the energy is -5376.187692 hartree. As for the charge: -1. As for the multiplicity: 1.

(2)
The following is a quantum chemistry calculation of a structure of composition C24H54CaGeN5SSeSi4 in a non-equilibrium geometry, from the OMol25 dataset.

```
91
Properties=species:S:1:pos:R:3:lowdin_charge:R:1
Ca -0.187 1.321 0.271 0.662
C 5.557 1.259 1.226 0.004
C 4.452 1.358 2.210 -0.334
N 4.575 1.422 3.493 0.134
N 3.283 1.513 3.944 0.036
C 2.351 1.500 2.983 -0.789
S 0.694 1.632 3.145 0.642
N 3.114 1.389 1.859 -0.076
N 2.571 1.321 0.581 0.093
H 6.502 1.250 1.763 0.091
H 5.543 2.109 0.542 0.092
H 5.483 0.341 0.639 0.073
H 3.091 1.598 4.927 0.156
H 3.177 0.770 -0.015 0.083
H 2.415 2.264 0.203 0.071
C 1.506 1.875 -3.117 -0.081
N 0.249 1.730 -2.393 -0.319
C -0.595 0.735 -3.044 -0.114
C -0.440 3.039 -2.324 -0.194
C 0.318 4.000 -1.430 -0.301
C 0.690 5.254 -1.902 -0.066
C 1.375 6.136 -1.070 -0.107
C 1.674 5.751 0.227 -0.113
C 1.291 4.485 0.681 -0.170
C 0.607 3.560 -0.125 -0.241
H 1.324 2.137 -4.169 0.096
H 2.066 0.944 -3.093 0.053
H 2.101 2.668 -2.665 0.088
H -0.825 1.002 -4.086 0.099
H -1.541 0.635 -2.501 0.076
H -0.084 -0.228 -3.043 0.054
H -1.437 2.858 -1.905 0.092
H -0.572 3.454 -3.333 0.123
H 0.444 5.552 -2.919 0.103
H 1.666 7.114 -1.435 0.093
H 2.198 6.436 0.886 0.092
H 1.517 4.230 1.716 0.058
C -5.667 1.898 -1.300 -0.242
Si -5.187 1.475 0.456 0.008
C -5.985 2.700 1.616 -0.246
C -5.841 -0.230 0.870 -0.234
Se -2.966 1.634 0.692 0.173
H -6.756 1.881 -1.433 0.029
H -5.222 1.188 -2.004 0.017
H -5.303 2.898 -1.551 0.024
H -7.078 2.664 1.536 0.028
H -5.650 3.715 1.387 0.026
H -5.704 2.478 2.649 0.026
H -6.903 -0.167 1.135 0.028
H -5.300 -0.654 1.720 0.022
H -5.741 -0.915 0.024 0.010
C -1.671 -4.546 -0.514 -0.215
Si -1.572 -2.768 -1.083 0.292
C -3.212 -1.974 -0.733 -0.242
C -1.277 -2.819 -2.933 -0.216
Ge 0.225 -1.642 0.094 0.652
Si 2.273 -2.510 -0.778 0.268
C 3.658 -2.334 0.484 -0.221
C 2.102 -4.332 -1.165 -0.211
C 2.846 -1.668 -2.346 -0.228
Si 0.179 -2.499 2.352 0.287
C -1.507 -2.180 3.078 -0.215
C 0.542 -4.336 2.338 -0.208
C 1.493 -1.764 3.462 -0.230
H -2.468 -5.024 -1.092 0.041
H -1.934 -4.621 0.544 0.020
H -0.744 -5.102 -0.679 0.019
H -4.008 -2.535 -1.235 0.046
H -3.242 -0.934 -1.068 -0.008
H -3.424 -1.958 0.340 0.022
H -1.889 -3.618 -3.364 0.038
H -0.233 -3.025 -3.191 0.015
H -1.568 -1.883 -3.411 0.015
H 3.575 -3.111 1.251 0.029
H 3.638 -1.371 1.007 -0.009
H 4.631 -2.446 -0.005 0.037
H 1.829 -4.912 -0.279 0.017
H 3.065 -4.697 -1.536 0.040
H 1.347 -4.518 -1.934 0.022
H 3.105 -0.621 -2.171 0.001
H 2.078 -1.695 -3.125 0.024
H 3.736 -2.175 -2.729 0.038
H -2.271 -2.810 2.609 0.025
H -1.808 -1.138 2.938 0.022
H -1.500 -2.396 4.151 0.038
H -0.119 -4.917 1.694 0.006
H 0.426 -4.695 3.366 0.041
H 1.573 -4.533 2.028 0.019
H 1.191 -0.776 3.813 -0.043
H 2.464 -1.677 2.965 0.008
H 1.620 -2.417 4.332 0.041
```

The calculation puts the max |F| at 1.42 eV/Å. The value obtained for the energy is -7932.919054 hartree. The expectation value of S² is 0.7528. As for the multiplicity: 2. Its energy relative to the best compared isomer or geometry (same formula, charge and spin) is 0.0 kJ/mol.